{"formula": "C15H26BeN6O7", "method": "ωB97M-V with the def2-TZVPD basis set", "species": ["H", "C", "H", "C", "O", "H", "N", "H", "H", "N", "C", "H", "O", "O", "C", "H", "O", "C", "C", "H", "H", "C", "N", "H", "H", "H", "N", "O", "C", "C", "H", "O", "H", "H", "H", "N", "C", "H", "C", "C", "H", "H", "C", "H", "O", "H", "H", "C", "H", "Be", "H", "H", "H", "C", "N"], "positions_angstrom": [[2.639192, -0.872215, -3.271600], [2.718038, -1.167431, 2.893710], [1.519979, 2.733091, 2.886364], [-1.315147, 1.617264, -3.850021], [-0.222542, 2.750922, -1.635195], [-1.608188, -2.307837, -3.117782], [1.776233, -1.015395, 0.628585], [-2.045436, 1.728182, 0.050813], [-2.162693, 2.155080, -3.402183], [-4.484473, -1.184347, 4.442321], [-1.291274, -1.031924, 1.608166], [3.059602, 1.932157, 3.311517], [2.669937, -1.214632, -1.803061], [-0.087201, -2.269262, -1.273403], [-1.132149, -1.484071, -3.659098], [-0.488455, -1.768896, 1.588338], [2.465035, -0.263210, -4.084388], [-2.381323, -1.202926, 2.482692], [-3.304999, 0.810827, 1.559663], [-1.867838, -0.975296, -4.286002], [2.701811, 0.931279, -3.059453], [-4.610420, -0.321387, 3.376434], [0.135832, -1.028071, -1.617716], [1.525088, 1.213020, 3.828148], [0.482609, 2.794726, -0.242842], [3.217283, -0.336299, -4.687520], [1.538621, 1.491670, 0.573393], [-5.639951, 0.297277, 3.143692], [-0.523813, -0.541714, -2.690968], [2.901213, 1.049594, -1.990644], [0.830879, -2.476645, -0.080558], [1.521429, -2.373010, 0.708894], [-0.655477, 2.355629, -4.326754], [-0.349871, -1.896822, -4.313469], [-4.080475, 1.566900, 1.460653], [0.091576, 1.520903, -1.814636], [-0.569911, 0.869874, -2.798643], [3.118650, -2.132606, 2.569377], [-2.160010, 0.898477, 0.748619], [1.944183, 0.996672, 1.743414], [2.925012, -2.104603, -1.519223], [2.622677, 2.001662, -1.533835], [-3.406833, -0.245868, 2.478726], [-3.579296, -1.476364, 4.776047], [0.872718, 2.653945, 0.697378], [-1.694239, 0.941356, -4.620688], [3.514532, -0.597164, 3.386724], [2.013655, 1.768672, 3.018675], [3.890184, 0.704594, -1.681089], [1.645808, -0.497588, -0.973169], [-5.234367, -1.157169, 5.114249], [-2.389108, -2.082634, 3.123351], [1.920579, -1.345671, 3.628413], [2.201766, -0.415124, 1.722687], [-1.178632, 0.002410, 0.782897]], "atomic_forces_ev_per_a": [[-0.1, 0.7, -0.9], [0.0, -0.2, 0.3], [0.1, -0.2, 0.1], [-0.2, 0.0, -0.2], [0.5, -1.1, -0.6], [0.1, 0.1, -0.2], [0.1, 0.1, 2.3], [0.0, -0.1, 0.1], [0.2, 0.0, -0.1], [-0.1, 0.4, -0.2], [-0.7, 0.0, 0.6], [-0.2, 0.0, -0.1], [0.8, -2.2, 0.0], [0.2, 0.9, -0.6], [-0.5, -0.1, -0.1], [-0.2, 0.1, 0.0], [0.0, -1.9, -1.6], [0.4, 0.4, -0.4], [0.5, -0.2, -0.1], [0.1, -0.2, 0.1], [-0.1, 0.3, 1.1], [-0.5, -0.1, 0.1], [-0.6, -0.9, -0.1], [0.1, 0.2, -0.1], [0.3, 0.2, 0.8], [-0.3, -0.2, 0.1], [0.1, -1.4, 3.4], [0.9, -0.5, 0.2], [0.5, 0.4, 0.4], [1.4, 2.9, 0.5], [0.7, -0.1, 0.5], [0.2, 0.0, -0.5], [-0.2, -0.1, 0.2], [-0.1, 0.1, 0.3], [0.1, -0.3, 0.2], [-1.2, 0.5, 0.0], [0.4, -0.1, 0.1], [-0.2, 0.2, 0.1], [-0.7, -0.2, 0.5], [-0.2, 2.3, -2.5], [-0.1, 0.3, -0.1], [-0.1, -0.3, 0.1], [0.5, 0.2, -0.6], [-0.2, 0.1, -0.1], [0.3, 0.4, -1.1], [0.1, 0.2, 0.1], [-0.2, -0.1, -0.1], [-0.2, 0.0, 0.2], [-0.3, 0.1, 0.0], [-0.6, 1.0, 0.2], [0.0, 0.0, 0.0], [-0.1, 0.2, -0.1], [0.2, 0.0, -0.1], [-0.6, -1.9, -2.2], [0.1, 0.0, -0.1]], "lowdin_charge": [0.0114, 0.0003, 0.0786, -0.0115, -0.0723, 0.0881, -0.0167, 0.1020, 0.0937, 0.1571, -0.1141, 0.0935, -0.2442, -0.0660, 0.0025, 0.0935, -0.1489, -0.0012, 0.0195, 0.0722, -0.0122, -0.4817, -0.0574, 0.0870, 0.0446, 0.0532, 0.0230, 0.0603, -0.2101, 0.0601, 0.0575, -0.0558, 0.0978, 0.1092, 0.1193, -0.0271, -0.2350, 0.0902, -0.1046, -0.2598, 0.0811, 0.0097, -0.1327, 0.0890, -0.0400, 0.0687, 0.0934, -0.0138, 0.0361, 0.1354, 0.1083, 0.1056, 0.1019, -0.2250, 0.0860], "e_tot_ha": -1456.90774, "homo_lumo_gap_ev": [6.90, 7.88], "e_above_lowest_kj_mol": 399.71}